An isolated molecule of C8H13NO3 in a non-equilibrium geometry. Source: the OMol25 dataset; level of theory: ωB97M-V/def2-TZVPD.

XYZ file:
```
25
Properties=species:S:1:pos:R:3:forces:R:3
C -0.710 1.410 1.410 -0.20 -2.24 -0.17
C -0.553 -1.671 -0.549 -1.17 0.93 -0.28
C 0.394 -1.877 0.637 -2.08 0.05 2.26
C -1.605 -0.514 -0.269 1.68 0.42 0.29
C 1.844 -1.530 0.463 -0.02 -2.58 -2.30
C -1.032 0.911 0.026 1.31 -4.24 -1.95
C 2.057 -0.158 0.035 -1.32 2.20 -1.10
C -1.468 1.917 -0.986 2.64 2.71 1.77
N 0.939 0.623 -0.142 -3.05 1.05 0.38
O -0.710 0.732 2.410 -0.45 0.87 -0.37
O 1.240 1.973 -0.350 2.32 -0.39 -0.74
O 3.100 0.401 -0.307 0.97 -0.47 0.56
H -0.345 2.384 1.236 0.61 1.81 1.06
H 0.073 -1.496 -1.410 0.04 0.89 -0.54
H -1.201 -2.471 -0.970 0.59 -0.31 1.20
H 0.049 -1.149 1.461 0.12 -1.54 -0.87
H 0.258 -2.933 0.986 0.41 0.97 0.07
H -2.285 -0.474 -1.090 -0.23 0.39 -0.94
H -2.264 -0.746 0.544 -0.02 -0.61 0.92
H 2.384 -1.746 1.371 0.43 -0.12 0.11
H 2.177 -2.212 -0.406 0.34 0.96 1.36
H -1.014 1.988 -1.967 0.65 -0.76 -0.01
H -1.077 2.851 -0.445 -1.22 -0.41 -1.40
H -2.507 1.956 -1.207 -1.13 -0.23 0.57
H 2.255 1.831 -0.480 -1.23 0.65 0.11
```
Forces are in eV/Å.

Results
frontier orbital gap	7.86	eV
energy	-592.93840	hartree
energy relative to the best compared isomer or geometry (same formula, charge and spin)	121.8	kcal/mol